#a
{"formula": "C3H8O2", "method": "wB97M-V/def2-TZVPD", "homo_lumo_gap_ev": 9.4, "smiles": "C/C=C/O.O", "homo_energy_ev": -8.7, "mol_weight_g_mol": 76.1, "lumo_energy_ev": 0.696, "species": ["C", "C", "C", "O", "H", "H", "H", "H", "H", "H", "O", "H", "H"], "positions_angstrom": [[-1.660, -0.658, -0.146], [-0.575, -0.236, 0.806], [0.058, 0.926, 0.576], [1.322, 1.235, 0.969], [-1.498, -0.355, -1.183], [-2.621, -0.225, 0.125], [-1.755, -1.742, -0.233], [-0.641, -0.554, 1.847], [-0.252, 1.631, -0.227], [1.478, 2.168, 0.775], [2.415, -0.758, -1.190], [1.944, -1.261, -0.515], [1.784, -0.170, -1.604]], "lowdin_charge": [-0.127, -0.164, -0.243, 0.001, 0.067, 0.068, 0.069, 0.107, 0.129, 0.103, -0.059, 0.030, 0.018]}

---

#b
{"formula": "C3H8O2", "method": "wB97M-V/def2-TZVPD", "homo_lumo_gap_ev": 10.7, "smiles": "C[C@@H](O)C=O.[H][H]", "homo_energy_ev": -9.9, "mol_weight_g_mol": 76.1, "lumo_energy_ev": 0.799, "species": ["C", "C", "O", "C", "O", "H", "H", "H", "H", "H", "H", "H", "H"], "positions_angstrom": [[-1.399, 0.310, 0.297], [-0.222, -0.352, -0.389], [-0.594, -0.590, -1.741], [1.007, 0.543, -0.487], [2.132, 0.107, -0.550], [-1.593, 1.295, -0.141], [-1.213, 0.430, 1.369], [-2.294, -0.304, 0.160], [0.061, -1.287, 0.116], [0.160, -1.017, -2.170], [0.802, 1.628, -0.600], [1.334, -0.335, 2.346], [1.817, -0.428, 1.790]], "lowdin_charge": [-0.048, -0.440, -0.023, -0.247, 0.028, 0.085, 0.079, 0.087, 0.138, 0.102, 0.137, 0.059, 0.042]}

---

Which of them is most stable, and which least? Most stable: #b; least stable: #a.

---

#a
{"formula": "C3H8O2", "method": "wB97M-V/def2-TZVPD", "homo_lumo_gap_ev": 1.6, "homo_energy_ev": -6.5, "mol_weight_g_mol": 76.1, "lumo_energy_ev": -4.971, "species": ["C", "O", "C", "C", "H", "H", "H", "H", "H", "H", "H", "H", "O"], "positions_angstrom": [[-0.621, 0.055, -2.455], [1.095, 1.670, 1.320], [-0.423, -0.571, -1.218], [-0.755, -1.889, -0.891], [-0.369, 1.131, -2.572], [-1.027, -0.503, -3.278], [1.753, 2.348, 1.205], [0.017, 0.030, -0.441], [-1.232, -2.546, -1.663], [-0.615, -2.356, 0.103], [0.964, 1.155, 2.401], [0.388, 0.987, 4.111], [0.826, 0.489, 3.378]], "lowdin_charge": [0.257, -0.341, -0.111, 0.258, 0.123, 0.087, -0.075, 0.086, 0.109, 0.122, -0.109, -0.044, -0.361]}

---

#b
{"formula": "C3H8O2", "method": "wB97M-V/def2-TZVPD", "homo_lumo_gap_ev": 10.2, "smiles": "C=CC.OO", "homo_energy_ev": -9.5, "mol_weight_g_mol": 76.1, "lumo_energy_ev": 0.780, "species": ["C", "C", "C", "H", "H", "H", "H", "H", "H", "O", "O", "H", "H"], "positions_angstrom": [[-2.584, -0.141, -0.066], [-1.292, -0.387, 0.080], [-0.241, 0.678, 0.116], [-2.970, 0.890, -0.098], [-3.340, -0.923, -0.167], [-0.966, -1.436, 0.192], [-0.722, 1.659, 0.209], [0.378, 0.511, 0.993], [0.378, 0.678, -0.787], [3.204, 0.266, -0.107], [2.115, -0.580, 0.197], [4.034, -0.212, 0.103], [2.007, -1.004, -0.665]], "lowdin_charge": [-0.034, -0.251, -0.130, 0.059, 0.048, 0.098, 0.077, 0.064, 0.071, -0.084, -0.120, 0.102, 0.098]}

---

#c
{"formula": "C3H8O2", "method": "wB97M-V/def2-TZVPD", "homo_lumo_gap_ev": 10.4, "homo_energy_ev": -9.4, "mol_weight_g_mol": 76.1, "lumo_energy_ev": 0.988, "species": ["C", "O", "C", "C", "O", "H", "H", "H", "H", "H", "H", "H", "H"], "positions_angstrom": [[-1.883, -0.378, 0.218], [-0.610, 0.004, 0.792], [0.513, 0.858, -0.221], [1.801, 0.034, -0.151], [1.149, -1.208, -0.119], [-2.426, -1.161, 0.790], [-2.538, 0.497, 0.193], [-1.731, -0.769, -0.791], [0.128, 0.833, -1.248], [0.410, 1.779, 0.322], [2.513, 0.170, -1.017], [2.425, 0.268, 0.738], [0.247, -0.928, 0.495]], "lowdin_charge": [-0.096, -0.227, 0.021, -0.291, -0.171, 0.097, 0.080, 0.086, 0.118, 0.100, 0.130, 0.111, 0.041]}

---

Which of them is most stable, and which least? Most stable: #c; least stable: #a.

---

#a
{"formula": "C3H8O2", "method": "wB97M-V/def2-TZVPD", "homo_lumo_gap_ev": 11.0, "smiles": "C=O.CCO", "homo_energy_ev": -10.1, "mol_weight_g_mol": 76.1, "lumo_energy_ev": 0.909, "species": ["C", "O", "H", "H", "C", "C", "O", "H", "H", "H", "H", "H", "H"], "positions_angstrom": [[-0.773, 5.296, -2.334], [-0.119, 4.316, -2.551], [-0.377, 6.303, -2.163], [-1.868, 5.156, -2.276], [0.900, -1.647, 1.381], [-0.016, -2.529, 0.419], [-0.958, -3.289, 1.191], [0.756, -0.573, 1.425], [1.921, -1.934, 1.122], [0.728, -2.180, 2.312], [-0.562, -1.885, -0.263], [0.748, -3.184, -0.006], [-0.382, -3.851, 1.744]], "lowdin_charge": [-0.149, -0.005, 0.076, 0.078, -0.072, -0.285, -0.105, 0.063, 0.058, 0.057, 0.105, 0.097, 0.083]}

---

#b
{"formula": "C3H8O2", "method": "wB97M-V/def2-TZVPD", "homo_lumo_gap_ev": 10.3, "smiles": "C=CO.CO", "homo_energy_ev": -9.6, "mol_weight_g_mol": 76.1, "lumo_energy_ev": 0.658, "species": ["C", "C", "O", "H", "H", "H", "H", "C", "O", "H", "H", "H", "H"], "positions_angstrom": [[-0.534, -0.177, -1.606], [0.432, -1.039, -1.330], [0.649, -1.480, -0.018], [-0.673, 0.237, -2.604], [-1.262, 0.166, -0.828], [1.144, -1.462, -2.070], [0.919, -2.399, -0.060], [-0.771, 1.093, 1.700], [0.322, 1.522, 0.871], [-0.610, 1.666, 2.642], [-1.733, 1.421, 1.307], [-0.809, 0.029, 1.920], [0.492, 0.750, 0.292]], "lowdin_charge": [0.011, -0.256, -0.039, 0.064, 0.079, 0.121, 0.092, -0.170, -0.144, 0.085, 0.065, 0.071, 0.021]}

---

Which of them is most stable, and which least? Most stable: #b; least stable: #a.

---

#a
{"formula": "CH3N2O", "method": "wB97M-V/def2-TZVPD", "homo_lumo_gap_ev": 12.3, "charge": 1, "smiles": "[NH2+]=C1NO1", "homo_energy_ev": -17.4, "mol_weight_g_mol": 59.0, "lumo_energy_ev": -5.117, "species": ["N", "C", "N", "O", "H", "H", "H"], "positions_angstrom": [[0.862, 0.453, -0.626], [0.108, -0.099, 0.289], [-1.127, -0.073, 0.919], [-0.070, -1.143, 0.971], [0.555, 1.287, -1.069], [1.686, -0.017, -0.848], [-2.014, -0.408, 0.364]], "lowdin_charge": [0.344, -0.333, 0.250, 0.226, 0.161, 0.143, 0.209]}

---

#b
{"formula": "CH3N2O", "method": "wB97M-V/def2-TZVPD", "homo_lumo_gap_ev": [9.3, 8.7], "charge": 1, "homo_energy_ev": [-15.7, -16.3], "mol_weight_g_mol": 59.0, "lumo_energy_ev": [-6.420, -7.615], "species": ["C", "N", "N", "O", "H", "H", "H"], "positions_angstrom": [[-0.104, -0.013, 0.239], [2.239, 0.501, -0.124], [1.169, 0.256, 0.028], [-0.537, -1.228, -0.021], [-0.724, 1.241, -1.349], [-0.606, 0.661, 0.935], [-1.437, -1.419, 0.292]], "lowdin_charge": [-0.217, 0.434, 0.064, 0.133, 0.258, 0.161, 0.168]}

---

Which of them is most stable, and which least? Most stable: #a; least stable: #b.